No. 1
{"formula": "C36H69BF4N8O2", "method": "wB97M-V/def2-TZVPD", "symbols": ["C", "C", "C", "C", "C", "C", "N", "O", "C", "C", "C", "H", "H", "H", "H", "H", "H", "H", "H", "H", "H", "H", "H", "H", "H", "H", "H", "H", "H", "C", "C", "C", "C", "C", "C", "N", "O", "C", "C", "C", "H", "H", "H", "H", "H", "H", "H", "H", "H", "H", "H", "H", "H", "H", "H", "H", "H", "H", "C", "C", "N", "C", "C", "N", "C", "C", "H", "H", "H", "H", "H", "H", "H", "H", "H", "H", "H", "C", "C", "N", "C", "C", "N", "C", "C", "H", "H", "H", "H", "H", "H", "H", "H", "H", "H", "H", "C", "C", "N", "C", "C", "N", "C", "C", "H", "H", "H", "H", "H", "H", "H", "H", "H", "H", "H", "B", "F", "F", "F", "F"], "xyz": [[-0.189709, 3.212134, -0.811255], [1.242025, 3.190068, -0.145484], [1.554037, 4.705324, 0.211374], [2.867524, 5.017989, 1.030943], [3.335411, 3.790092, 1.755831], [2.264640, 2.713811, 2.295707], [1.256248, 2.385026, 1.206575], [0.315073, 1.359950, 1.384595], [1.532900, 3.348193, 3.547106], [3.005180, 1.338841, 2.625050], [2.285645, 2.541429, -1.120003], [-0.052116, 3.621483, -1.812054], [-0.888606, 3.894335, -0.327274], [-0.703716, 2.267380, -0.988292], [0.645331, 5.099586, 0.666262], [1.550921, 5.281440, -0.713929], [2.752259, 5.859863, 1.713629], [3.626091, 5.336612, 0.315985], [3.862620, 4.122420, 2.650093], [4.087912, 3.362423, 1.093307], [1.527735, 4.432239, 3.433547], [2.105156, 3.260238, 4.470634], [0.509310, 3.007198, 3.702250], [2.344827, 0.473774, 2.685858], [3.644366, 1.524395, 3.488239], [3.639311, 0.982724, 1.813164], [1.887702, 1.604840, -1.510567], [3.225598, 2.308710, -0.619573], [2.493277, 3.131168, -2.012848], [-2.637427, -1.340382, 0.251164], [-2.438654, -1.627949, -1.256503], [-2.908975, -3.071922, -1.533578], [-4.430715, -3.227430, -1.930657], [-4.849119, -2.175721, -2.927293], [-4.705862, -0.799190, -2.319264], [-3.215212, -0.631010, -2.059519], [-2.696520, 0.711518, -2.203057], [-5.606183, -0.454929, -1.172757], [-5.138249, 0.234182, -3.423685], [-0.929538, -1.529181, -1.768990], [-1.950870, -0.555115, 0.567518], [-2.132044, -2.081841, 0.869971], [-3.644980, -1.138515, 0.614742], [-2.549486, -3.728778, -0.741496], [-2.328881, -3.507643, -2.347051], [-5.028204, -3.231025, -1.019013], [-4.593851, -4.239063, -2.302259], [-5.904664, -2.208312, -3.197248], [-4.304762, -2.219559, -3.870616], [-6.578821, -0.052970, -1.456507], [-5.251723, 0.475239, -0.728637], [-5.768035, -1.202825, -0.396529], [-4.471563, 0.454013, -4.257536], [-5.493229, 1.235122, -3.178310], [-6.103634, 0.015450, -3.880083], [-0.523719, -0.559315, -1.481272], [-0.939286, -1.627682, -2.854485], [-0.314483, -2.238261, -1.214905], [1.612248, -3.103814, -2.003997], [2.777559, -2.074794, -2.289462], [2.260915, -0.900917, -2.962282], [1.485129, 0.094465, -2.408227], [1.219411, 0.980946, -3.455163], [1.830155, 0.501142, -4.587574], [2.372844, -0.759508, -4.322600], [1.897405, 1.176329, -5.948051], [0.742763, -2.579745, -1.607208], [1.937172, -3.807877, -1.237955], [1.307634, -3.713665, -2.854508], [3.548242, -2.710855, -2.724864], [3.236175, -1.747296, -1.356440], [1.279958, 0.137579, -1.348780], [0.782431, 1.963718, -3.553146], [2.909192, -1.269077, -5.109409], [0.910816, 1.484885, -6.293794], [2.188929, 0.477355, -6.731981], [2.647379, 1.965788, -5.996940], [1.086989, -0.489001, 4.088436], [-0.409965, -0.101163, 4.581032], [-1.036816, 0.740003, 3.591528], [-1.260946, 2.143769, 3.768683], [-1.800915, 2.671467, 2.587245], [-1.968471, 1.666922, 1.750496], [-1.561359, 0.462964, 2.314805], [-2.428162, 1.696843, 0.477924], [0.916010, -1.130399, 3.223878], [1.518753, -1.043918, 4.921353], [1.665932, 0.398703, 3.833643], [-0.420717, 0.265284, 5.607531], [-1.033845, -0.994913, 4.590337], [-1.050136, 2.623326, 4.713129], [-2.226978, 3.655382, 2.457653], [-1.519418, -0.462973, 1.760467], [-2.968127, 0.761508, 0.330570], [-1.580298, 1.760224, -0.204140], [-3.002950, 2.597750, 0.263243], [4.001948, -1.442995, 0.863548], [3.087431, -1.416798, 2.020023], [2.131092, -2.508827, 2.086961], [2.479925, -3.771846, 2.384043], [1.347083, -4.555411, 2.217280], [0.231862, -3.709590, 1.961937], [0.754790, -2.437430, 1.819861], [-1.110876, -4.221799, 1.599479], [3.423551, -1.055730, 0.024758], [4.316195, -2.469967, 0.677314], [4.843325, -0.763103, 0.997406], [2.606041, -0.445150, 1.909281], [3.631083, -1.391748, 2.964435], [3.458749, -4.149686, 2.640031], [1.173783, -5.617998, 2.132012], [0.311910, -1.493175, 1.539420], [-1.274033, -5.068392, 0.932584], [-1.660435, -3.369878, 1.199056], [-1.601539, -4.699964, 2.447251], [0.352719, -0.320024, 0.201448], [1.288433, -0.268265, 1.184599], [0.311362, 0.905764, -0.404569], [0.683631, -1.235627, -0.757737], [-0.941230, -0.679390, 0.683135]], "forces_ev_per_angstrom": [[0.64, 0.60, -0.49], [-0.67, 0.97, -0.31], [0.19, -0.08, 0.54], [-1.70, 0.09, -0.97], [0.10, -1.10, 0.49], [1.01, -0.11, -0.14], [-5.13, -3.84, 0.40], [6.63, 12.25, 5.03], [0.27, 0.36, -0.51], [-0.13, 1.69, -1.09], [-0.30, -0.41, 0.92], [0.25, 0.31, 0.00], [0.22, 0.05, 0.27], [1.11, 1.26, -0.49], [0.12, -0.10, 0.63], [0.25, -0.41, -0.34], [-0.45, -0.01, -0.15], [0.10, -0.13, 0.15], [0.10, -0.35, 0.13], [-0.11, -0.77, 0.36], [-0.34, 0.08, -0.39], [0.28, -0.68, -0.16], [0.92, 0.08, -0.25], [0.52, 2.39, 0.92], [-0.23, -0.27, 0.15], [0.45, 1.04, -0.30], [0.70, 1.47, 0.81], [0.11, 0.20, -0.02], [-0.10, 0.61, 0.40], [-6.40, -1.06, -0.72], [1.03, -0.95, -1.23], [-1.01, -0.48, -1.54], [1.04, -0.91, 1.04], [-0.27, -0.31, 0.45], [-0.08, 1.92, -3.63], [1.18, 8.26, 1.70], [-2.95, -9.03, 0.59], [-0.12, 0.90, 2.14], [-0.42, 1.06, -0.86], [-5.85, 0.68, -0.86], [-10.01, 0.66, -3.19], [-1.49, -0.44, -0.83], [-0.54, -0.99, -0.56], [-0.65, 0.32, 0.47], [0.04, 0.45, -0.56], [-0.20, 0.43, -0.03], [0.20, 0.05, -0.28], [-0.02, -0.45, 0.08], [0.17, -0.12, 0.01], [-0.10, -0.77, -0.84], [0.50, -0.09, 0.46], [0.26, -0.08, -0.17], [0.45, -0.68, 0.14], [0.86, 0.27, 1.38], [0.10, -1.40, -0.04], [-2.71, -0.24, -2.35], [0.10, -0.35, 0.05], [-3.84, -0.93, -1.26], [0.55, 0.12, 0.17], [-1.28, -2.18, 1.75], [0.38, -1.08, -3.02], [1.39, 0.81, -3.33], [0.93, -0.80, -0.28], [0.34, -2.31, -0.90], [-0.93, 4.25, 1.23], [-0.23, -0.70, -0.04], [2.25, -2.22, -1.59], [0.22, -0.08, 0.06], [0.31, 0.23, -0.28], [0.15, 1.02, -1.13], [-0.42, -0.13, -0.47], [1.43, 0.40, -2.99], [-0.21, -0.17, 0.52], [0.13, -0.54, 0.54], [0.02, 0.35, 0.57], [0.20, -0.48, 0.46], [-0.28, 0.11, 0.53], [-2.94, 0.35, 1.58], [1.58, -1.93, -0.83], [-2.97, 4.07, -2.51], [-0.54, -1.31, -1.21], [0.52, 0.42, 3.87], [0.85, -3.68, 3.77], [-0.64, 3.40, 5.76], [-1.56, 0.31, -3.59], [0.41, 0.64, 1.04], [0.27, -0.07, -0.22], [-0.97, -0.64, 1.22], [-0.17, 0.68, -0.41], [0.26, -0.28, 0.23], [-0.15, -0.09, -0.07], [0.22, 0.00, -0.26], [-1.46, 1.52, 5.23], [-0.40, 0.94, -0.46], [-1.21, -0.72, 0.64], [-0.36, -0.20, 0.22], [0.19, -0.54, -0.85], [0.85, 0.83, 1.79], [-2.61, 0.52, -0.93], [-1.73, -2.36, -0.55], [-0.87, 1.07, 0.08], [3.12, 0.11, -1.15], [1.52, -3.27, 0.67], [-0.71, 0.30, 0.70], [0.30, -0.09, 0.00], [0.47, 0.19, -0.38], [0.13, -0.32, 0.14], [1.43, -2.92, 0.76], [0.08, -0.36, 0.12], [0.11, 0.43, -0.10], [0.32, 0.00, 0.54], [-0.20, -2.85, 1.53], [1.52, 0.18, -0.84], [0.02, -0.87, 0.53], [0.03, 0.89, 0.68], [0.91, 0.61, -1.64], [-0.13, -0.46, -1.94], [-1.00, -2.54, -4.03], [7.21, 0.86, 7.66], [19.28, -0.32, -3.74]], "charge": 4, "e_lumo_ev": -13.34, "e_tot_ev": -65949.7862, "homo_ev": -19.209, "homo_lumo_gap_ev": 5.87}

No. 2
{"formula": "C36H69BrClFN3O6", "method": "wB97M-V/def2-TZVPD", "symbols": ["C", "C", "C", "N", "C", "N", "C", "F", "C", "C", "C", "O", "Cl", "C", "C", "C", "C", "C", "C", "C", "C", "C", "N", "C", "C", "C", "C", "O", "O", "C", "C", "C", "Br", "C", "C", "C", "H", "H", "H", "H", "H", "H", "H", "H", "H", "H", "H", "H", "H", "H", "H", "H", "H", "H", "H", "H", "H", "H", "H", "H", "H", "H", "H", "H", "H", "H", "H", "H", "H", "H", "H", "H", "H", "H", "H", "H", "H", "H", "H", "H", "H", "C", "C", "C", "O", "H", "H", "H", "H", "H", "H", "H", "H", "C", "C", "C", "O", "H", "H", "H", "H", "H", "H", "H", "H", "C", "C", "C", "O", "H", "H", "H", "H", "H", "H", "H", "H"], "xyz": [[7.101375, 2.764900, 1.793124], [6.122832, 1.795890, 0.949185], [4.622748, 2.434713, 0.844328], [3.700884, 1.412281, 0.406955], [2.587314, 0.919540, 1.176465], [2.526257, 1.077012, 2.662069], [2.401203, -0.242901, 3.430274], [2.742180, -0.092614, 4.830624], [1.217359, -1.217919, 3.111927], [-0.265472, -0.876072, 3.550463], [1.736049, 2.224949, 3.204323], [0.811832, 1.920714, 4.253813], [2.898323, 3.402276, 4.085249], [0.926522, 3.113915, 2.132516], [1.656174, 4.425720, 1.567429], [1.157418, 5.757787, 2.374861], [1.369804, 7.016370, 1.382421], [2.439201, 8.112885, 1.694206], [2.610454, 9.275291, 0.651308], [1.764256, 9.375578, -0.639021], [0.661972, 8.304244, -0.946624], [0.502619, 7.157021, 0.086266], [0.317671, 2.212496, 1.123079], [-1.122169, 2.076510, 1.162479], [-1.794315, 3.453945, 0.572176], [-2.615601, 4.236755, 1.726108], [-3.843731, 3.389763, 2.290861], [-3.862616, 3.050299, 3.514831], [-4.927240, 2.933108, 1.483728], [-4.896839, 1.456414, 1.630816], [-5.353848, 0.872931, 0.192878], [1.173807, 1.320451, 0.392000], [1.762497, 2.371425, -1.267089], [0.541923, -0.011047, -0.248894], [-0.406720, 0.206810, -1.525671], [0.272977, -0.295119, -2.932094], [6.509473, 3.664498, 2.212215], [7.561682, 2.240659, 2.704749], [7.973073, 3.161769, 1.169988], [6.112080, 0.775660, 1.476380], [6.605020, 1.660719, -0.082044], [4.720455, 3.254642, 0.029569], [4.453887, 2.975436, 1.830305], [4.125878, 0.679248, -0.187728], [2.649713, -0.229573, 1.015241], [3.509562, 1.318606, 2.954739], [3.339629, -0.811347, 3.040932], [1.188215, -1.512409, 1.992899], [1.476689, -2.221541, 3.633380], [-0.805119, -0.215090, 2.765629], [-0.890083, -1.846542, 3.589224], [-0.394356, -0.341917, 4.549155], [-0.107611, 1.814467, 3.926334], [0.023658, 3.553448, 2.712495], [2.782960, 4.387723, 1.473395], [1.245478, 4.592712, 0.498721], [1.850399, 5.913995, 3.265723], [0.057576, 5.702933, 2.674818], [3.076765, 8.071915, 2.642818], [3.391876, 10.085415, 0.825817], [1.923382, 10.228970, -1.384957], [0.014292, 8.335013, -1.891576], [-0.290636, 6.355160, -0.115425], [-1.656094, 1.229683, 0.641917], [-1.478124, 2.051786, 2.269400], [-2.495384, 3.252168, -0.309552], [-0.930945, 4.163808, 0.280739], [-1.950134, 4.499022, 2.629363], [-3.024182, 5.244046, 1.348083], [-3.805995, 1.137130, 1.794933], [-5.530794, 1.087212, 2.501333], [-5.295018, 1.726944, -0.563817], [-4.612211, 0.074883, -0.145704], [-6.429119, 0.463481, 0.198357], [-0.121039, -0.487984, 0.571543], [1.333785, -0.786870, -0.582002], [-0.877987, 1.245097, -1.610259], [-1.300692, -0.515998, -1.376767], [1.394887, -0.097910, -2.827993], [0.163226, -1.445948, -2.952534], [-0.214939, 0.193311, -3.835927], [-1.591712, -5.409069, -1.852976], [-0.752819, -4.294262, -1.250602], [-0.547852, -4.500576, 0.242291], [-1.399170, -3.040517, -1.471252], [-2.586850, -5.440520, -1.396104], [-1.740777, -5.242010, -2.922980], [-1.113443, -6.381330, -1.714213], [0.217804, -4.252468, -1.752673], [-1.506290, -4.499962, 0.771854], [0.047741, -3.685229, 0.664799], [-0.038750, -5.446390, 0.443906], [-2.259417, -3.068331, -1.030329], [-0.942282, -11.011582, -1.509249], [-0.921113, -9.500873, -1.338985], [-2.065209, -9.026695, -0.456454], [-1.020535, -8.877983, -2.618193], [-1.870925, -11.337294, -1.988795], [-0.122125, -11.336574, -2.154832], [-0.850921, -11.518956, -0.545515], [0.032849, -9.193855, -0.900769], [-3.032939, -9.283361, -0.899314], [-2.044262, -7.938620, -0.352290], [-2.007772, -9.474429, 0.538987], [-1.861354, -9.143497, -3.014278], [-3.291945, -2.055135, -6.288998], [-2.117788, -2.917447, -5.852988], [-2.496250, -4.389802, -5.815959], [-1.682503, -2.506651, -4.557830], [-4.128409, -2.151839, -5.589056], [-3.009324, -0.998945, -6.300161], [-3.638367, -2.334963, -7.287061], [-1.279173, -2.770813, -6.539297], [-3.305419, -4.566996, -5.099629], [-1.646866, -4.996579, -5.490174], [-2.818827, -4.739549, -6.799853], [-2.417283, -2.631646, -3.942307]], "forces_ev_per_angstrom": [[-0.04, 0.27, 0.37], [0.62, 0.61, 0.63], [3.13, 0.68, -0.94], [0.38, -0.84, 1.99], [-1.00, -2.46, -3.70], [1.68, 0.73, 2.00], [1.96, -3.22, 0.30], [-1.34, 0.46, -2.92], [-0.97, -1.07, 0.52], [-1.15, 0.30, -0.43], [-2.81, 3.70, 1.64], [1.15, -0.99, -1.33], [-0.39, -1.44, -0.65], [-0.31, 0.39, -0.29], [-1.43, 0.83, -0.88], [1.37, 0.70, -1.39], [0.57, 2.77, -1.62], [-2.49, 0.04, -3.68], [-2.19, -2.23, -0.68], [-0.83, -2.82, 2.09], [2.60, -0.41, 3.72], [1.98, 2.01, 0.31], [0.99, -2.13, 0.76], [-2.47, 2.08, 0.63], [-0.14, 0.52, 0.82], [-0.81, 0.14, -0.35], [-0.66, -0.93, 4.09], [0.58, 1.37, -4.60], [2.96, -0.11, 1.09], [-0.08, -1.06, -1.41], [-0.06, 0.31, 0.35], [0.16, -0.07, -0.41], [-0.15, 0.18, -0.06], [-1.23, 0.03, 0.21], [-1.09, -1.12, -0.70], [0.25, -0.45, 1.73], [0.99, -1.30, -0.73], [-0.74, 0.65, -1.40], [-1.34, -0.51, 0.83], [-0.26, 1.36, -0.85], [-1.05, 0.04, 1.36], [-0.43, -1.05, 1.37], [-0.44, -1.02, -1.15], [-0.34, 0.84, 0.90], [-0.43, 1.93, 0.49], [-0.79, 0.13, -0.43], [-1.55, 1.03, 0.47], [0.38, 0.81, 1.75], [-0.04, 1.84, -0.69], [0.98, -0.97, 1.14], [1.14, 1.50, -0.03], [0.53, -0.94, -1.23], [0.77, 0.12, -0.15], [1.67, -0.95, -0.70], [-1.41, -0.01, 0.28], [0.79, -0.57, 1.69], [-1.28, -0.13, -0.96], [1.53, -0.07, -0.31], [-1.07, 0.07, -1.61], [-1.22, -1.32, -0.17], [-0.18, -1.41, 1.38], [1.15, 0.00, 1.69], [1.27, 1.30, 0.32], [1.46, 0.59, 0.44], [0.51, -0.22, -1.58], [1.15, 0.33, 1.17], [-1.47, -1.26, 0.11], [-1.14, -0.66, -1.31], [0.58, -1.56, 0.30], [-1.65, 0.42, -0.04], [0.83, 0.74, -1.19], [-0.13, -1.18, 1.06], [-1.16, 0.89, 0.48], [1.77, 0.59, 0.01], [1.19, 0.56, -1.14], [-0.97, 1.48, 0.79], [1.05, -1.30, 0.21], [1.38, 1.18, -0.14], [-1.55, 0.06, -0.65], [-0.07, 1.94, -0.25], [0.83, -0.74, 1.23], [0.12, -0.07, -0.22], [-0.57, -0.35, 0.26], [0.22, 0.07, 0.13], [0.05, 0.43, -0.01], [0.08, 0.00, 0.14], [0.13, -0.02, 0.08], [-0.09, 0.05, -0.11], [-0.14, 0.21, -0.05], [-0.01, -0.12, -0.10], [0.05, -0.05, -0.06], [-0.05, 0.06, 0.03], [0.16, -0.11, -0.06], [0.27, -0.16, -0.01], [-0.64, -0.36, -0.13], [0.03, 0.21, 0.22], [0.22, 0.26, -0.07], [-0.03, 0.08, 0.13], [-0.03, 0.06, 0.11], [-0.03, 0.00, -0.08], [-0.03, 0.09, -0.22], [0.08, -0.13, 0.02], [0.04, -0.10, 0.05], [-0.05, 0.02, -0.06], [0.16, 0.01, 0.08], [0.05, 0.24, -0.18], [-0.63, -0.14, 0.27], [0.21, -0.21, -0.08], [0.27, 0.10, -0.06], [0.03, -0.15, -0.05], [0.03, -0.11, -0.06], [-0.03, 0.04, 0.08], [0.04, 0.06, 0.22], [-0.06, 0.11, -0.10], [-0.02, 0.07, -0.10], [-0.01, -0.01, 0.09], [0.20, -0.03, -0.04]], "charge": 1, "e_lumo_ev": -2.61, "e_tot_ev": -140472.1570, "homo_ev": -10.594, "homo_lumo_gap_ev": 7.99}